53
Properties=species:S:1:pos:R:3:forces:R:3 method="wB97M-V/def2-TZVPD" largest_force_ev_per_a=3.747 s_squared=3.772 total_charge=-1 orbital_gap_ev="5.245 / 6.561" e_homo_ha="-0.090 / -0.140" spin_multiplicity=4 e_tot_ha=-2007.65641
Re -0.5143 -0.4926 -0.3261 0.83 0.47 -0.06
C -1.4173 1.0774 -2.0429 -0.24 -0.63 -0.53
C -0.4663 0.4398 -2.8759 -0.64 -0.41 -0.93
C -0.6606 -0.9683 -2.8101 -1.07 0.71 -0.63
H 0.2972 0.9614 -3.4469 -0.04 -0.26 0.29
C -1.7462 -1.2380 -1.9053 -0.68 0.86 -1.73
C -2.2430 0.0713 -1.4405 -0.43 -0.24 -1.85
H -3.2027 0.2445 -0.9607 0.41 0.06 0.01
H -1.5868 2.1418 -1.9203 0.32 -0.42 0.02
H -0.1840 -1.7343 -3.4180 0.30 0.25 0.43
H -2.2551 -2.1938 -1.7860 0.22 0.28 -0.03
C -0.3922 -0.2633 1.8499 -0.33 -0.62 1.23
C -1.7405 -0.0900 1.3950 -0.11 0.11 0.89
C -2.1515 -1.3064 0.7565 -0.25 -0.17 1.29
H -2.3784 0.7563 1.6071 0.21 0.06 -0.21
C -1.0604 -2.2218 0.7953 0.68 -1.07 0.49
C 0.0375 -1.5698 1.4630 -0.07 -0.43 1.12
H 0.9962 -2.0290 1.6992 -0.23 0.21 -0.24
H 0.1615 0.4349 2.4625 0.00 0.00 -0.31
H -3.1455 -1.5203 0.3754 0.35 0.12 -0.05
H -1.0989 -3.2658 0.4926 0.15 0.35 -0.02
O 1.3583 -0.4596 -1.1852 2.00 -3.14 -0.41
C 1.4137 -4.3419 -1.1517 0.24 2.33 -0.14
C 2.1754 -3.1733 -1.7235 0.79 0.59 -0.65
C 0.1646 -4.7352 -1.8204 -0.97 0.05 -0.23
C 1.6630 -4.7539 0.2431 -0.18 0.04 0.93
C 2.2946 -1.4528 -1.6297 -1.00 1.28 0.49
H 2.0306 -3.2326 -2.8191 0.39 -0.29 0.41
H 3.2318 -3.3760 -1.4353 -0.34 0.07 -0.58
H 3.2244 -1.2328 -1.0689 -0.24 -0.53 -0.02
H 2.5139 -1.1445 -2.6818 -0.03 -0.74 0.34
H 0.0795 -5.8216 -1.9409 -0.12 -0.01 0.05
H 0.0478 -4.2653 -2.8108 0.22 -0.24 0.29
H -0.7229 -4.3862 -1.2413 0.32 -0.32 -0.19
H 1.9688 -5.8072 0.3398 -0.08 0.09 0.00
H 0.7288 -4.6364 0.8399 0.43 -0.16 -0.14
H 2.4286 -4.1291 0.7429 -0.28 -0.32 -0.36
O -3.0176 3.2754 1.9465 0.22 0.39 -0.35
S -2.1245 3.8540 0.9641 1.86 -1.22 -0.68
O -2.6627 4.7499 -0.0299 -0.20 -0.10 0.31
N -1.2036 2.6369 0.2488 -1.08 1.04 0.49
C 0.0811 2.7504 0.5093 -0.27 -0.96 -0.17
S 1.2494 1.6074 0.1316 -0.68 0.59 -0.35
C 0.4437 3.8650 1.3542 -0.06 0.68 1.50
C 1.6783 4.0710 1.9754 -0.47 0.60 -0.07
C 1.7834 5.1319 2.8758 0.11 -0.10 -0.06
C 0.6594 5.9111 3.1891 -0.01 0.09 -0.04
C -0.5953 5.6198 2.6369 0.26 -0.11 -0.14
C -0.6892 4.5652 1.7372 0.50 1.21 0.75
H 2.4963 3.3912 1.7536 -0.08 0.23 -0.04
H 2.7613 5.3413 3.3347 -0.59 -0.03 -0.12
H 0.7736 6.7515 3.8804 -0.12 -0.31 -0.21
H -1.4835 6.1921 2.8714 0.08 0.07 0.22

---

39
Properties=species:S:1:pos:R:3:forces:R:3 method="wB97M-V/def2-TZVPD" smiles=CC(C)CCCO.O.O.O.O.O.O largest_force_ev_per_a=3.045 total_charge=0 orbital_gap_ev=10.622 e_homo_ha=-0.383 e_tot_ha=-770.84086 de_lowest_kcal_mol=38.49
C 0.3209 -0.8120 2.1025 -0.41 -0.10 0.56
C -0.8048 -0.9686 1.0724 2.24 0.69 -1.94
C -1.8543 0.1133 1.1780 -1.73 -1.48 0.21
C -0.0899 -0.8124 -0.3477 -1.72 0.12 0.01
C -1.0773 -0.4970 -1.5434 1.94 -0.97 -0.01
C -1.6474 -1.7299 -2.2677 0.43 0.29 -1.25
O -0.7970 -2.1236 -3.3735 0.26 -0.18 0.83
H 0.3235 -1.7256 2.6760 0.31 -0.12 0.69
H 0.1609 0.0454 2.7597 -0.27 -0.17 0.19
H 1.3172 -0.6602 1.7057 -0.06 -0.20 -0.42
H -1.1449 -1.9997 1.0194 -0.65 0.14 0.67
H -2.7575 -0.2511 0.6370 0.58 0.83 -0.19
H -1.4625 1.0589 0.8455 0.00 0.42 -0.49
H -2.2858 0.2827 2.1596 0.43 -0.17 0.58
H 0.4948 -1.7084 -0.6046 -0.15 0.22 0.22
H 0.6490 -0.0190 -0.2324 -0.05 0.14 -0.23
H -1.8419 0.2238 -1.3168 -0.29 0.26 0.23
H -0.3916 -0.0780 -2.2942 -0.49 0.28 -0.14
H -1.8002 -2.6097 -1.6301 0.06 0.23 -0.06
H -2.5494 -1.4808 -2.8365 -0.25 -0.02 0.66
H 0.0361 -2.4343 -2.9911 -0.11 0.04 -0.21
O -3.5197 -2.8731 0.1487 -1.13 0.12 0.05
H -3.1520 -2.4704 -0.6453 0.31 -0.35 0.53
H -2.8615 -3.2674 0.7203 0.44 0.15 -0.36
O 2.5503 3.3582 0.0644 -0.33 0.30 -0.07
H 1.6717 3.6838 -0.1951 0.38 -0.20 -0.19
H 2.3583 3.0311 0.9515 0.24 0.01 0.21
O -0.0317 2.8858 -0.7839 -0.08 0.17 0.23
H -0.2226 2.0238 -1.1612 -0.04 -0.18 -0.12
H -0.8680 3.3528 -0.7305 -0.20 0.01 -0.12
O 2.8663 -1.3004 0.2540 -0.18 -0.29 -0.26
H 3.3642 -0.4778 0.0809 0.01 -0.26 0.25
H 3.2518 -1.8515 0.9398 0.38 0.41 -0.08
O 3.5659 1.0645 -0.9042 0.29 -0.60 -0.44
H 3.6231 0.7660 -1.8244 -0.12 0.37 0.39
H 3.1129 1.9251 -0.8509 0.03 0.17 0.09
O 0.9039 2.8746 2.3416 -1.08 -0.15 0.50
H 0.2556 2.4630 1.7556 0.32 -0.08 -0.50
H 0.3338 2.9978 3.1205 0.70 0.17 0.00

---

129
Properties=species:S:1:pos:R:3:forces:R:3 method="wB97M-V/def2-TZVPD" largest_force_ev_per_a=2.704 total_charge=+1 orbital_gap_ev=5.211 e_homo_ha=-0.391 e_tot_ha=-4724.91680
C 12.7466 -5.2242 0.3970 -0.49 1.21 0.71
P 11.6951 -4.6277 -1.0463 0.74 -0.47 -0.74
C 12.1776 -2.8095 -1.2544 -0.61 0.04 0.99
C 9.8904 -4.5723 -0.5178 -1.60 0.43 -0.84
N 9.4703 -4.3900 0.7606 2.04 -0.28 -0.94
N 8.2877 -4.3147 1.2940 -1.77 -0.01 -0.18
C 7.2691 -4.3954 0.4598 1.66 -0.71 -1.55
O 5.9769 -4.2774 0.9937 0.94 2.12 -0.77
C 5.7580 -2.9308 1.0157 0.07 -2.54 0.59
N 5.6587 -1.8002 1.1408 -0.18 0.77 -0.21
C 7.4895 -4.6035 -0.9647 0.50 -0.12 -0.25
C 8.8122 -4.6988 -1.5297 -0.71 0.40 2.58
I 9.1616 -4.9593 -3.6043 -0.24 0.17 1.26
H 13.2668 -4.3399 0.8463 -0.37 -0.76 -0.28
H 12.0988 -5.6512 1.1976 0.70 -0.12 -0.57
H 13.5235 -5.9311 0.0377 -0.83 0.30 0.19
H 13.2054 -2.6914 -0.8335 -0.73 -0.17 -0.57
H 11.4993 -2.2003 -0.6050 0.61 -0.18 -0.72
H 12.1198 -2.4912 -2.3163 0.05 -0.27 0.80
H 10.2391 -4.3022 1.4363 -0.55 0.01 -0.04
H 6.5924 -4.6978 -1.6149 0.77 0.11 0.51
O 1.0529 2.0480 3.0138 0.07 -0.12 0.01
Si 0.4534 2.2233 4.5504 -0.24 0.06 0.40
C 1.8409 2.1523 5.8103 0.01 -0.05 -0.29
C -0.7729 0.8581 4.9351 0.19 0.05 -0.20
C -0.4218 3.8670 4.7343 0.20 -0.11 -0.30
Si 1.9008 0.9624 2.0980 0.16 -0.20 -0.10
C 2.1569 1.6204 0.3642 -0.18 0.17 0.24
C 0.9745 -0.6642 1.9784 -0.03 0.21 0.12
C 3.5840 0.6336 2.8563 -0.22 0.12 0.07
H 2.3135 1.1671 5.8138 0.04 0.03 0.05
H 1.4573 2.3489 6.8137 -0.01 0.00 -0.02
H 2.6062 2.8981 5.5822 0.01 -0.03 0.06
H -1.5686 0.8333 4.1869 -0.02 -0.04 0.03
H -1.2273 1.0178 5.9158 0.02 0.00 -0.03
H -0.2793 -0.1167 4.9444 -0.07 -0.02 0.01
H -1.2563 3.9433 4.0350 0.02 0.07 0.03
H 0.2636 4.6958 4.5421 -0.06 0.03 0.01
H -0.8141 3.9760 5.7479 0.03 -0.04 -0.01
H 1.1984 1.8043 -0.1271 0.04 0.02 -0.04
H 2.7153 0.8984 -0.2364 -0.01 -0.01 0.04
H 2.7187 2.5568 0.3830 -0.02 0.00 -0.05
H 0.8913 -1.1379 2.9594 -0.04 -0.03 -0.04
H 1.4965 -1.3539 1.3106 0.00 0.02 0.00
H -0.0337 -0.5048 1.5885 0.01 -0.06 0.01
H 3.4823 0.1513 3.8316 0.06 0.02 0.01
H 4.1335 1.5683 2.9917 0.03 -0.04 0.03
H 4.1730 -0.0214 2.2122 -0.01 0.03 0.01
O -4.6658 4.3654 0.5169 0.08 0.06 -0.09
Si -3.0330 4.1883 0.3077 0.32 0.03 -0.07
C -2.1377 5.7799 0.7336 -0.25 -0.09 -0.02
C -2.6429 3.7430 -1.4721 -0.18 0.06 0.14
C -2.3712 2.8296 1.4112 -0.32 0.04 -0.04
Si -5.9258 5.2871 -0.0404 -0.32 0.25 -0.13
C -7.5256 4.7876 0.7906 0.38 -0.19 0.08
C -6.1316 5.0711 -1.8919 0.20 -0.09 0.19
C -5.6208 7.1030 0.3157 0.16 -0.25 0.03
H -2.4145 6.5789 0.0420 0.04 0.03 0.04
H -1.0560 5.6387 0.6748 -0.01 -0.01 0.00
H -2.3879 6.1027 1.7471 0.04 0.04 -0.02
H -3.1916 2.8483 -1.7746 0.02 0.01 -0.05
H -1.5741 3.5484 -1.5921 -0.03 0.01 0.01
H -2.9170 4.5584 -2.1454 0.02 -0.05 -0.04
H -2.8485 1.8742 1.1799 0.01 -0.01 0.05
H -2.5561 3.0610 2.4623 -0.01 -0.08 -0.01
H -1.2930 2.7165 1.2706 -0.01 0.04 0.02
H -7.7562 3.7389 0.5890 -0.05 0.02 0.04
H -8.3520 5.3957 0.4196 0.06 0.00 0.00
H -7.4597 4.9245 1.8724 -0.06 -0.02 -0.01
H -5.2572 5.4481 -2.4277 -0.04 -0.02 -0.05
H -7.0088 5.6176 -2.2455 0.01 -0.01 0.01
H -6.2592 4.0157 -2.1442 -0.01 0.03 -0.05
H -4.7499 7.4660 -0.2351 -0.02 0.07 0.03
H -5.4420 7.2612 1.3819 -0.01 0.06 -0.02
H -6.4850 7.7020 0.0191 0.01 -0.01 0.00
O -12.5538 7.7516 2.3336 0.00 -0.02 -0.13
Si -14.2082 7.7287 2.2382 -0.40 0.01 -0.04
C -14.7984 6.1498 1.4162 0.26 0.11 0.04
C -14.8285 9.1889 1.2385 0.23 -0.12 0.05
C -14.9675 7.8212 3.9461 0.37 -0.01 -0.06
Si -11.2247 7.7031 1.3473 0.26 -0.01 -0.24
C -9.6491 7.7759 2.3556 -0.33 0.01 0.15
C -11.2298 9.1567 0.1625 -0.17 -0.11 0.18
C -11.2089 6.1170 0.3440 -0.21 0.15 0.19
H -14.4661 6.1047 0.3764 -0.03 -0.06 0.01
H -15.8892 6.0970 1.4270 0.02 0.01 0.00
H -14.4063 5.2741 1.9390 -0.04 -0.02 -0.04
H -14.4577 10.1274 1.6565 -0.03 0.02 -0.05
H -15.9208 9.2184 1.2423 0.03 -0.01 0.01
H -14.4945 9.1192 0.2006 -0.03 0.07 0.00
H -14.6701 8.7412 4.4542 -0.03 -0.03 0.04
H -14.6515 6.9734 4.5581 -0.03 0.04 0.03
H -16.0576 7.8056 3.8774 0.03 0.00 -0.04
H -9.6042 8.6979 2.9398 0.04 -0.04 0.01
H -8.7765 7.7453 1.6983 -0.03 -0.01 -0.01
H -9.5885 6.9296 3.0436 0.05 0.03 0.01
H -12.0812 9.1000 -0.5197 0.03 0.06 -0.02
H -10.3153 9.1666 -0.4352 -0.01 0.00 0.01
H -11.2925 10.0996 0.7108 0.01 0.01 -0.06
H -12.0612 6.0821 -0.3386 0.03 -0.06 -0.01
H -11.2598 5.2465 1.0023 0.02 -0.03 -0.06
H -10.2951 6.0474 -0.2491 -0.05 0.02 -0.02
O 7.7224 -11.1040 -4.4114 0.09 0.27 0.04
Si 7.9854 -9.5228 -4.0202 0.07 0.07 -0.09
C 7.7271 -8.4212 -5.5173 0.03 -0.23 0.09
C 9.7393 -9.2824 -3.3970 -0.15 -0.11 -0.07
C 6.8050 -8.9697 -2.6746 0.01 -0.28 -0.09
Si 8.2987 -12.2754 -5.4397 0.16 -0.51 -0.40
C 7.3623 -13.8768 -5.2044 -0.07 0.36 0.23
C 10.1159 -12.6019 -5.1120 -0.20 0.26 0.14
C 8.1034 -11.7363 -7.2247 -0.05 0.19 0.30
H 8.4682 -8.6364 -6.2903 -0.04 0.04 -0.03
H 7.8201 -7.3679 -5.2401 -0.04 -0.02 -0.02
H 6.7333 -8.5780 -5.9426 0.03 0.05 -0.03
H 9.9442 -9.9497 -2.5570 0.05 0.02 -0.01
H 9.8898 -8.2516 -3.0626 0.02 -0.01 0.00
H 10.4639 -9.4917 -4.1870 0.04 0.01 0.06
H 6.9379 -9.5688 -1.7709 -0.05 0.03 0.00
H 5.7681 -9.0690 -3.0027 0.01 0.02 0.06
H 6.9845 -7.9208 -2.4198 0.02 0.01 -0.03
H 7.4679 -14.2421 -4.1804 -0.05 -0.04 -0.03
H 7.7468 -14.6427 -5.8813 0.02 0.05 0.00
H 6.2988 -13.7396 -5.4122 0.01 -0.06 0.02
H 10.7179 -11.7180 -5.3371 0.06 -0.05 0.01
H 10.4744 -13.4244 -5.7342 -0.02 0.02 0.01
H 10.2764 -12.8679 -4.0644 0.06 -0.02 -0.03
H 8.7187 -10.8580 -7.4355 -0.03 -0.02 -0.08
H 7.0622 -11.4841 -7.4387 0.03 0.00 -0.06
H 8.4097 -12.5364 -7.9015 0.00 0.01 0.03

---

6
Properties=species:S:1:pos:R:3:forces:R:3 method="wB97M-V/def2-TZVPD" largest_force_ev_per_a=1.099 s_squared=0.753 total_charge=+1 orbital_gap_ev="11.177 / 8.027" e_homo_ha="-0.572 / -0.572" spin_multiplicity=2 e_tot_ha=-172.08697
Cs -1.4205 0.1311 1.7040 -0.20 -0.44 0.88
O -0.3458 1.0601 -1.0893 -0.36 0.35 -0.05
H -0.7541 1.4626 -0.2983 0.18 0.72 -0.81
O 1.2115 -0.8143 -0.0072 0.03 -0.12 0.98
H 0.7288 -1.6366 0.0770 0.22 -0.57 -0.21
H 0.5800 -0.2030 -0.3862 0.13 0.06 -0.79

---

57
Properties=species:S:1:pos:R:3:forces:R:3 method="wB97M-V/def2-TZVPD" largest_force_ev_per_a=0.957 total_charge=-2 orbital_gap_ev=5.113 e_homo_ha=-0.018 e_tot_ha=-4069.59980 de_lowest_kcal_mol=0.00
Pt -0.6279 -0.2179 0.2523 -0.95 0.10 -0.04
C -1.1341 4.0105 0.8152 0.10 0.04 -0.06
C -1.2373 2.6502 0.1699 0.11 -0.18 -0.36
N -0.2977 1.7704 0.3842 0.01 0.26 0.10
N 0.8466 2.3294 0.9615 -0.22 -0.25 0.09
C 1.9453 1.6375 0.9636 0.10 0.22 0.04
S 2.4192 0.1001 0.4576 0.22 0.08 -0.18
S 3.2405 2.7624 1.6377 -0.01 -0.16 0.08
C 4.0343 1.6210 2.8019 0.03 0.06 0.15
C 3.1388 1.2837 3.9654 0.03 -0.03 0.00
C 2.8911 2.2259 4.9640 0.04 -0.06 -0.02
C 2.0499 1.9330 6.0239 -0.03 -0.03 -0.01
C 1.4278 0.6903 6.0934 0.01 0.00 0.02
C 1.6560 -0.2470 5.0976 -0.01 0.01 0.08
C 2.5092 0.0446 4.0417 0.10 0.11 0.03
C -2.3687 2.3717 -0.7406 0.09 -0.03 0.24
C -3.3536 3.3623 -0.8981 -0.07 0.04 0.03
C -4.4363 3.2612 -1.7502 0.09 -0.01 0.05
C -4.5622 2.0927 -2.5072 -0.08 -0.05 -0.07
C -3.6110 1.1121 -2.4248 0.10 0.00 -0.05
C -2.4464 1.2006 -1.5891 -0.11 -0.07 -0.17
O -1.5955 0.2571 -1.6846 0.31 0.08 0.30
H -0.4842 3.9484 1.6821 0.01 0.00 -0.03
H -2.1191 4.3565 1.1212 0.02 -0.01 0.02
H -0.7037 4.7509 0.1349 -0.03 0.01 -0.01
H 4.9337 2.1290 3.1619 -0.01 0.02 -0.08
H 4.3244 0.7215 2.2581 -0.03 0.02 -0.04
H 3.3482 3.2062 4.8859 0.01 0.01 0.00
H 1.8579 2.6811 6.7848 0.01 -0.01 0.01
H 0.7488 0.4658 6.9077 -0.01 -0.01 -0.02
H 1.1379 -1.1978 5.1182 0.01 0.02 0.00
H 2.6502 -0.6631 3.2350 -0.01 -0.01 -0.01
H -3.2683 4.2785 -0.3318 -0.01 -0.03 0.04
H -5.1629 4.0620 -1.8178 0.01 0.00 0.01
H -5.4179 1.9589 -3.1644 0.02 -0.01 0.01
H -3.6882 0.1977 -3.0011 -0.01 0.02 -0.03
C -0.0413 -3.0624 0.3769 -0.03 -0.01 0.06
O -1.0367 -2.1711 0.0212 -0.02 -0.08 -0.08
H 0.9770 -2.6594 0.2566 0.01 -0.01 -0.02
H -0.1096 -3.9744 -0.2446 0.00 0.00 0.00
H -0.1185 -3.4023 1.4313 0.01 0.00 -0.01
C -3.0928 -2.2410 2.4737 0.03 0.01 -0.02
Ge -2.0998 -0.6580 3.0763 -0.02 0.00 -0.01
C -1.9500 -0.8396 5.0589 -0.02 0.05 0.02
C -3.2329 0.9277 2.7924 -0.02 -0.03 -0.01
C -0.3647 -0.4686 2.2603 0.42 -0.02 -0.13
H -4.1351 -2.2075 2.7995 -0.03 0.00 0.01
H -2.6309 -3.1501 2.8654 0.01 -0.01 0.04
H -3.0262 -2.2829 1.3866 -0.01 0.00 -0.03
H -2.9300 -0.9554 5.5283 -0.04 -0.02 0.01
H -1.4669 0.0447 5.4803 0.01 0.01 0.00
H -1.3396 -1.7097 5.3123 -0.01 -0.03 0.01
H -4.1591 0.8501 3.3683 -0.02 0.02 0.00
H -3.4761 1.0209 1.7332 0.00 -0.01 -0.02
H -2.7076 1.8361 3.0949 0.03 0.01 0.03
H 0.2518 -1.3487 2.4764 -0.02 0.00 0.03
H 0.1455 0.3936 2.7056 -0.06 -0.05 0.02

---

9
Properties=species:S:1:pos:R:3:forces:R:3 method="wB97M-V/def2-TZVPD" largest_force_ev_per_a=0.986 total_charge=0 orbital_gap_ev=9.012 e_homo_ha=-0.323 e_tot_ha=-317.35858 de_lowest_kcal_mol=109.02
O -0.3125 0.5382 -2.1600 0.01 -0.11 0.07
C -0.3472 0.5887 -0.8523 -0.28 -0.29 0.33
N -1.0029 -0.0034 0.0189 0.35 0.24 -0.25
N -0.7122 -0.5858 1.1121 -0.15 0.09 -0.05
C 1.4616 -0.0407 1.1128 0.19 0.32 -0.80
N 1.6509 0.3900 0.0414 -0.20 -0.37 0.89
H -0.5457 -0.3500 -2.4800 0.02 0.11 0.02
H -1.5049 -0.4810 1.7508 0.06 -0.05 -0.07
H 1.6001 -0.4120 2.1062 0.00 0.06 -0.15